{
  "formula": "C2H3N3O2",
  "method": "ωB97M-V/def2-TZVPD",
  "species": ["N", "N", "C", "O", "C", "N", "O", "H", "H", "H"],
  "xyz": [[2.3479, 0.3398, -0.0700], [1.4541, -0.7926, 0.1163], [0.2710, -0.3326, -0.0880], [-0.8782, -1.1191, -0.1107], [-1.8960, -0.2353, 0.0906], [-1.5434, 1.0010, 0.1026], [-0.1674, 0.9727, -0.1734], [1.9710, 1.1488, 0.4613], [3.2102, 0.1915, 0.4101], [-2.8767, -0.5990, 0.3436]],
  "smiles": "N/N=c1/ocno1",
  "spin_multiplicity": 1,
  "relative_energy_kj_mol": 372.1,
  "gap_ev": 9.78
}

{
  "formula": "C19H16BrIrN4O5S2",
  "method": "ωB97M-V/def2-TZVPD",
  "species": ["Ir", "Br", "C", "C", "C", "C", "C", "C", "C", "C", "C", "C", "H", "H", "H", "H", "H", "H", "O", "N", "O", "O", "S", "O", "N", "C", "S", "C", "C", "C", "C", "C", "C", "H", "H", "H", "H", "C", "N", "C", "N", "O", "H", "H", "H", "H", "H", "H"],
  "xyz": [[0.4486, 1.7188, 0.2305], [3.7340, 1.5198, 1.2384], [3.5840, -0.2036, 0.4461], [4.6347, -1.0255, 0.7462], [4.7681, -2.2829, 0.1347], [3.8620, -2.6459, -0.8108], [2.7618, -1.8129, -1.1340], [1.8888, -2.2507, -2.1578], [0.8126, -1.4990, -2.5013], [0.5357, -0.3260, -1.7760], [1.3176, 0.1528, -0.7487], [2.5355, -0.5712, -0.4554], [5.3877, -0.6812, 1.4407], [5.6026, -2.9221, 0.3907], [3.9605, -3.5842, -1.3433], [2.1048, -3.1902, -2.6520], [0.1362, -1.8135, -3.2861], [-0.3786, 0.1929, -2.0196], [-0.0100, 3.7989, 0.9731], [1.0510, 4.2387, 0.4839], [1.7488, 3.3063, -0.0088], [-3.6039, 0.4604, 0.5433], [-2.4925, -0.4033, 0.2750], [-2.3761, -0.9819, -1.0262], [-1.0747, 0.3640, 0.7323], [-0.5480, -0.1741, 1.8149], [0.8921, 0.5882, 2.2296], [-1.2366, -1.3619, 2.3335], [-0.9134, -2.1795, 3.4007], [-1.7421, -3.2634, 3.6607], [-2.8623, -3.5159, 2.8742], [-3.1876, -2.6922, 1.8011], [-2.3516, -1.6258, 1.5548], [-0.0384, -1.9790, 4.0049], [-1.5134, -3.9244, 4.4857], [-3.4883, -4.3693, 3.0979], [-4.0535, -2.8857, 1.1828], [-2.7260, 3.4931, -0.4004], [-2.2182, 3.7146, -1.7455], [-1.0811, 3.2042, -2.2431], [-0.7942, 3.5054, -3.5430], [-0.2668, 2.5134, -1.6147], [-3.7205, 3.0540, -0.4395], [-2.7458, 4.4279, 0.1577], [-2.0709, 2.8054, 0.1200], [-2.7399, 4.3331, -2.3418], [-1.5289, 3.7581, -4.1793], [-0.0039, 3.0153, -3.9263]],
  "spin_multiplicity": 1,
  "relative_energy_kj_mol": 0.0,
  "gap_ev": 6.79
}

{
  "formula": "C17H21N4O3Pd",
  "method": "ωB97M-V/def2-TZVPD",
  "species": ["Pd", "C", "O", "C", "C", "C", "C", "C", "C", "N", "N", "C", "O", "C", "C", "C", "C", "C", "C", "C", "O", "H", "H", "H", "H", "H", "H", "H", "H", "H", "H", "H", "H", "N", "C", "C", "N", "H", "H", "H", "H", "H", "H", "H", "H", "H"],
  "xyz": [[10.5420, -11.5185, -3.9002], [10.4079, -10.5690, 1.7611], [10.5747, -10.9522, 0.3630], [10.4022, -12.2330, -0.0117], [9.8929, -13.2139, 0.8078], [10.0110, -14.5877, 0.4402], [10.5156, -14.8892, -0.7954], [10.7902, -13.9492, -1.8004], [11.0219, -14.3409, -3.1100], [10.7933, -13.4857, -4.0945], [10.9527, -13.9110, -5.3151], [10.9240, -12.9065, -6.2383], [10.5638, -11.7152, -5.8847], [11.0978, -13.1552, -7.6413], [10.9042, -14.4563, -8.1515], [10.4910, -14.6217, -9.4753], [10.4244, -13.5633, -10.3449], [10.7720, -12.3020, -9.8701], [11.0560, -12.0863, -8.5457], [10.8218, -12.5658, -1.4139], [11.3332, -11.5506, -2.0501], [10.1456, -11.3530, 2.4640], [9.6613, -9.7443, 1.8670], [11.3500, -10.0844, 2.0321], [9.2008, -13.0582, 1.6234], [9.6142, -15.3620, 1.0844], [10.5729, -15.9663, -1.0289], [11.2741, -15.3776, -3.4252], [11.0065, -15.3442, -7.5189], [10.1199, -15.5792, -9.7139], [10.0657, -13.6884, -11.3610], [10.7570, -11.4419, -10.4980], [11.3214, -11.1194, -8.1252], [7.5063, -7.3397, -5.4422], [8.7598, -7.3786, -4.6155], [9.4637, -8.6828, -4.9074], [10.1222, -9.3664, -3.8324], [7.6636, -7.8616, -6.2973], [7.2082, -6.4553, -5.7502], [6.7790, -7.8493, -4.9110], [8.4973, -7.1339, -3.5398], [9.3501, -6.5372, -5.0363], [10.2280, -8.4765, -5.6677], [8.7254, -9.3211, -5.4868], [9.6597, -9.2552, -2.9226], [11.0958, -8.9842, -3.6521]],
  "charge": 1,
  "spin_multiplicity": 3,
  "s_squared": 2.064,
  "gap_ev": [4.35, 5.58]
}

{
  "formula": "C3H12NO2",
  "method": "ωB97M-V/def2-TZVPD",
  "species": ["O", "C", "C", "N", "C", "H", "H", "H", "H", "H", "H", "H", "H", "H", "H", "H", "H", "O"],
  "xyz": [[-1.0513, -0.2219, -2.0264], [0.3562, -0.4212, -2.1503], [1.0347, 0.0640, -0.9410], [0.2605, 0.4719, 0.3015], [1.0430, 0.6662, 1.5940], [-1.4637, -1.0343, -2.4527], [0.5619, 0.0130, -3.1990], [0.5803, -1.5598, -2.1551], [1.7390, -0.6125, -0.6713], [1.5966, 1.0095, -1.1011], [-0.4903, 1.2312, 0.1604], [-0.3050, -0.3920, 0.4331], [1.1783, 1.7359, 1.8585], [0.5496, 0.0753, 2.3851], [2.1258, 0.2947, 1.4670], [-3.2562, -0.3191, 1.7595], [-2.1573, -0.7403, 2.8242], [-2.3021, -0.2607, 1.9138]],
  "spin_multiplicity": 2,
  "s_squared": 0.751,
  "relative_energy_kj_mol": 314.7,
  "gap_ev": [3.80, 10.85]
}

{
  "formula": "C29H36N5O2Pd",
  "method": "ωB97M-V/def2-TZVPD",
  "species": ["Pd", "C", "C", "C", "C", "C", "C", "H", "H", "H", "H", "H", "H", "H", "H", "H", "C", "C", "C", "C", "N", "N", "C", "H", "H", "H", "H", "H", "H", "H", "H", "C", "O", "C", "C", "C", "C", "C", "C", "N", "C", "C", "C", "C", "C", "C", "C", "O", "H", "H", "H", "H", "H", "H", "H", "H", "H", "H", "H", "H", "H", "C", "N", "C", "C", "N", "C", "H", "H", "H", "H", "H", "H"],
  "xyz": [[-0.1107, -0.2159, 0.1885], [1.5396, -2.5705, 4.6602], [0.9839, -3.2820, 3.4221], [2.0385, -4.2424, 2.8601], [-0.2825, -4.0619, 3.7966], [0.6430, -2.2749, 2.3873], [0.3966, -1.4624, 1.5319], [1.7486, -3.2986, 5.4496], [0.8204, -1.8443, 5.0421], [2.4652, -2.0427, 4.4203], [2.3105, -4.9850, 3.6159], [2.9379, -3.6966, 2.5669], [1.6540, -4.7664, 1.9824], [-0.0358, -4.8580, 4.5050], [-0.7359, -4.5143, 2.9124], [-1.0189, -3.4038, 4.2633], [-5.3201, 0.7290, -1.8720], [-4.3440, 0.4730, -0.7689], [-4.5109, 0.0022, 0.5125], [-3.2224, -0.0240, 1.0838], [-2.3238, 0.4208, 0.2091], [-3.0283, 0.7008, -0.9090], [-2.8319, -0.4751, 2.4557], [-6.3267, 0.4897, -1.5372], [-5.0973, 0.1146, -2.7458], [-5.3074, 1.7758, -2.1817], [-5.4423, -0.2823, 0.9817], [-2.5532, 1.0623, -1.7162], [-3.6738, -0.3728, 3.1397], [-1.9957, 0.1076, 2.8360], [-2.5163, -1.5185, 2.4509], [4.2097, -3.7533, -1.5987], [2.9884, -3.9362, -2.3163], [2.9928, -4.7932, -3.3602], [4.1348, -5.3299, -3.9439], [4.0190, -6.2497, -4.9823], [2.7721, -6.6590, -5.4327], [1.6361, -6.1070, -4.8615], [1.7465, -5.1641, -3.8575], [0.5490, -4.6387, -3.2587], [0.2334, -3.4007, -2.9696], [0.7826, -2.2001, -3.4286], [1.6918, -2.0788, -4.5234], [2.0745, -0.8565, -4.9683], [1.5642, 0.3058, -4.3176], [0.6966, 0.2281, -3.2724], [0.2579, -1.0357, -2.7758], [-0.5645, -1.1523, -1.7974], [3.9570, -3.1608, -0.7243], [4.9458, -3.2201, -2.2030], [4.6171, -4.7148, -1.2847], [5.1145, -5.0388, -3.5908], [4.9181, -6.6536, -5.4317], [2.6810, -7.3921, -6.2232], [0.6482, -6.3939, -5.2101], [-0.1362, -5.3323, -2.9993], [-0.6200, -3.2996, -2.3060], [2.0447, -2.9676, -5.0339], [2.7394, -0.7603, -5.8161], [1.8723, 1.2828, -4.6750], [0.3229, 1.1201, -2.7907], [4.7139, 2.0576, 1.7977], [3.7537, 1.3189, 0.9686], [4.0532, 0.3829, -0.0068], [2.8629, -0.0435, -0.4934], [1.8407, 0.6308, 0.1565], [2.4194, 1.4218, 1.0345], [5.7079, 1.6715, 1.5989], [4.4852, 1.9174, 2.8500], [4.6900, 3.1165, 1.5568], [5.0699, 0.1071, -0.2396], [2.6708, -0.7656, -1.2707], [1.9125, 2.0973, 1.7078]],
  "charge": 1,
  "spin_multiplicity": 1,
  "relative_energy_kj_mol": 205.0,
  "gap_ev": [6.86, 6.91]
}

{
  "formula": "C2H3F3S",
  "method": "ωB97M-V/def2-TZVPD",
  "species": ["F", "C", "F", "F", "C", "S", "H", "H", "H"],
  "xyz": [[-0.7209, -0.3456, 1.8836], [-0.3002, 0.2033, 0.7357], [0.4948, 1.2672, 0.9357], [-1.4098, 0.6287, 0.0277], [0.4227, -0.8956, -0.0663], [0.7995, -0.4701, -1.7679], [1.2860, -1.1761, 0.4781], [-0.2012, -1.7799, -0.0412], [0.1106, 0.6798, -1.7910]],
  "smiles": "FC(F)(F)CS",
  "spin_multiplicity": 1,
  "relative_energy_kj_mol": 23.3,
  "gap_ev": 10.45
}